1.
Density functional theory data (wB97M-V/def2-TZVPD) for the molecule C4H7NO2 at a distorted geometry.

Calculated values
Relative energy (zero: lowest compared OMol25 entry of this formula, charge and spin) = 195.1 kJ/mol
DFT total energy = -9845.258 eV
Net charge = 0
HOMO level = -9.7016 eV
Kohn-Sham gap = 10.56 eV

Each line ends with the Mulliken charge.
Cartesian coordinates (Å):
C (-1.399, 0.205, -0.782)  -1.35
C (-0.075, -0.317, -0.285)  1.33
C (0.032, -1.680, 0.168)  -0.70
O (0.546, -1.203, -1.175)  -0.52
C (0.657, 0.527, 0.738)  0.15
O (0.486, 0.177, 1.895)  -0.59
N (1.376, 1.621, 0.413)  -0.37
H (-1.906, -0.592, -1.338)  0.41
H (-2.019, 0.519, 0.060)  0.31
H (-1.255, 1.049, -1.464)  0.31
H (0.884, -1.979, 0.764)  0.29
H (-0.887, -2.240, 0.380)  0.25
H (1.883, 2.045, 1.175)  0.26
H (1.634, 1.827, -0.536)  0.23

2.
Density functional theory data (wB97M-V/def2-TZVPD) for C31H38CrN12O5 as an isolated structure.

Calculated values
Relative energy (zero: lowest compared OMol25 entry of this formula, charge and spin) = 0.0 kJ/mol
DFT total energy = -89297.718 eV
2S+1 = 2
Net charge = +1
HOMO level (alpha / beta) = -9.8944 / -9.8927 eV
Expectation value of S² = 0.7573
Kohn-Sham gap (alpha / beta) = 6.45 / 6.90 eV

Each line ends with the Mulliken spin population.
Cartesian coordinates (Å):
Cr (1.566, -1.233, -1.097)  1.11
C (-0.140, -0.454, 4.552)  0.00
N (0.284, 0.345, 3.410)  0.00
C (-0.302, 1.671, 3.258)  0.00
C (1.133, -0.178, 2.509)  0.00
O (1.600, -1.308, 2.564)  0.00
C (1.514, 0.750, 1.358)  0.00
O (2.383, 0.113, 0.429)  -0.01
C (3.623, -0.350, 0.950)  0.00
C (3.699, -1.833, 0.681)  -0.01
O (2.799, -2.351, -0.017)  -0.02
N (4.711, -2.526, 1.156)  0.01
C (4.868, -3.941, 0.828)  0.00
C (5.789, -1.881, 1.901)  0.00
H (0.036, 0.099, 5.475)  0.00
H (-1.204, -0.687, 4.477)  0.00
H (0.428, -1.378, 4.567)  0.00
H (-1.128, 1.759, 3.958)  0.00
H (0.414, 2.465, 3.481)  0.00
H (-0.709, 1.822, 2.257)  0.00
H (0.632, 1.024, 0.782)  0.00
H (1.969, 1.676, 1.721)  0.00
H (4.439, 0.156, 0.427)  0.00
H (3.700, -0.149, 2.016)  0.00
H (3.972, -4.302, 0.336)  0.00
H (5.725, -4.067, 0.165)  0.00
H (5.034, -4.502, 1.745)  0.00
H (5.403, -1.333, 2.760)  0.00
H (6.453, -2.656, 2.271)  0.00
H (6.365, -1.212, 1.260)  0.00
C (-10.497, 3.107, 2.856)  0.00
O (-9.554, 2.302, 3.548)  0.00
C (-8.405, 1.982, 2.915)  0.00
C (-7.497, 1.222, 3.656)  0.00
C (-6.306, 0.836, 3.084)  0.00
C (-5.993, 1.218, 1.780)  0.00
C (-6.900, 1.966, 1.040)  0.00
C (-8.106, 2.348, 1.601)  0.00
N (-4.739, 0.762, 1.288)  0.00
N (-4.378, 1.280, 0.218)  0.00
C (-3.081, 0.880, -0.237)  0.00
C (-2.541, 1.739, -1.166)  0.00
C (-1.257, 1.569, -1.721)  -0.02
C (-0.515, 0.489, -1.330)  0.00
O (0.718, 0.208, -1.802)  -0.02
C (-1.056, -0.419, -0.378)  0.02
N (-0.211, -1.435, -0.046)  -0.03
C (-0.624, -2.384, 0.762)  0.00
C (-1.923, -2.377, 1.294)  0.00
C (-2.764, -1.334, 1.020)  0.00
C (-2.341, -0.277, 0.171)  0.00
H (-11.307, 3.287, 3.555)  0.00
H (-10.886, 2.589, 1.976)  0.00
H (-10.055, 4.060, 2.557)  0.00
H (-7.758, 0.942, 4.667)  0.00
H (-5.596, 0.236, 3.639)  0.00
H (-6.664, 2.236, 0.021)  0.00
H (-8.810, 2.913, 1.009)  0.00
H (-3.144, 2.585, -1.466)  0.00
H (-0.871, 2.266, -2.451)  0.00
H (0.081, -3.171, 1.002)  0.00
H (-2.241, -3.205, 1.910)  0.00
H (-3.758, -1.309, 1.439)  0.00
N (-2.219, -5.229, -0.799)  0.00
C (-1.295, -5.011, -1.458)  0.00
N (-0.231, -4.799, -2.221)  -0.01
C (0.400, -3.720, -2.162)  0.00
N (1.038, -2.726, -2.165)  -0.02
C (6.179, 2.106, -4.803)  0.00
C (4.942, 1.638, -5.559)  0.00
C (3.699, 2.418, -5.144)  0.00
C (4.726, 0.129, -5.447)  0.00
N (4.293, -0.290, -4.112)  0.00
C (3.066, -0.464, -3.629)  0.01
N (3.182, -0.783, -2.360)  -0.02
N (4.497, -0.799, -2.078)  0.01
N (5.171, -0.501, -3.121)  0.00
H (6.355, 3.165, -4.990)  0.00
H (7.070, 1.557, -5.111)  0.00
H (6.061, 1.973, -3.726)  0.00
H (5.106, 1.807, -6.628)  0.00
H (3.532, 2.353, -4.065)  0.00
H (2.800, 2.062, -5.653)  0.00
H (3.816, 3.473, -5.388)  0.00
H (5.637, -0.428, -5.658)  0.00
H (3.950, -0.207, -6.135)  0.00
H (2.146, -0.372, -4.178)  0.00